ORCA calculation (ωB97M-V with the def2-TZVPD basis set) on C2H4LiNaO as an isolated structure.

Last column: Löwdin charge in e.
Cartesian coordinates (Å):
C (0.7809, 0.1880, -0.0767)  -0.513
H (1.8036, -0.0697, 0.1967)  0.089
C (0.1967, -0.4572, -1.2311)  -0.122
H (0.8665, -1.1080, -1.7711)  -0.011
H (-0.8324, -0.7643, -1.1156)  -0.026
O (0.1951, 1.1981, 0.3530)  -0.286
Li (-1.4393, 0.0696, 2.5241)  0.422
Na (-1.6024, 1.7668, -1.2678)  0.678
H (0.0312, -0.8233, 2.3885)  -0.232

Forces on atoms 1 to 6 (eV/Å):
C -1.5 -0.4 -4.0
H 0.1 0.1 0.5
C 1.4 0.3 1.4
H -0.3 -0.5 -0.1
H -0.3 -0.1 -0.1
O -1.0 1.6 2.0

The charge is 0. The value obtained for the orbital gap is 5.16 eV. Its spin multiplicity is 1. The LUMO energy comes out at -1.3 eV. The electronic energy comes out at -323.5470 a.u.